[1]
2 unconnected molecules or ions with the total composition C2H10N4O, computed with the ωB97M-V functional and the def2-TZVPD basis.

XYZ file:
```
17
Properties=species:S:1:pos:R:3:forces:R:3:nbo_charge:R:1
C -1.08442 -0.35250 1.02504 2.6228 -1.4530 -0.4395 -0.06
C 0.21381 -1.23490 0.45018 -2.0432 0.7688 0.5888 -0.24
N 1.07095 -1.67579 1.51798 0.2920 -0.1360 0.3624 -0.83
O -1.88861 0.22438 0.07466 0.6734 1.6781 -2.4540 -0.75
H -1.30881 0.83198 -0.56174 -1.7324 -1.5534 2.0719 0.47
H 1.54094 -0.89145 1.96005 -0.1000 -0.1374 -0.0195 0.35
H 0.54796 -2.17238 2.23280 0.1041 0.0874 -0.0619 0.35
H -0.65213 0.38320 1.71900 -0.0718 -0.0218 0.1361 0.13
H -1.67632 -1.08562 1.58272 -0.0014 0.2251 0.0988 0.17
H 0.82119 -0.71131 -0.28488 -0.1928 0.2786 0.0669 0.18
H -0.21327 -2.10241 -0.05515 0.0031 -0.0499 -0.0175 0.18
N 0.25988 1.24248 -2.50125 0.2240 0.1982 0.5754 -0.60
N -0.00188 1.67008 -1.26743 1.5044 0.2484 0.7396 -0.01
N 1.00814 1.76782 -0.50564 -0.8990 0.0920 -1.5355 -0.45
H -0.54370 1.00553 -3.05878 0.2019 -0.0455 0.0712 0.40
H 1.20628 0.94008 -2.71330 -0.2336 -0.0030 -0.0395 0.38
H 0.70001 2.16081 0.38574 -0.3516 -0.1767 -0.1438 0.34
```
Forces are in eV/Å.

Multiplicity ... 1
Structure (SMILES) ... [H]/N=N/N.NCCO
E_LUMO ... 0.7 eV
HOMO-LUMO gap ... 9.24 eV
Relative energy (zero: lowest compared OMol25 entry of this formula, charge and spin) ... 3.493 eV
Calculated total energy ... -376.37310 a.u.

=====

[2]
2 unconnected molecules or ions with the total composition C2H10N4O, computed with the ωB97M-V functional and the def2-TZVPD basis.

XYZ file:
```
17
Properties=species:S:1:pos:R:3:forces:R:3:nbo_charge:R:1
C 0.77017 -0.18802 -1.17094 0.9399 3.1788 -1.2876 0.64
C -0.35830 2.34560 0.95640 0.2900 -0.0208 -0.7539 0.27
N 1.69345 0.55488 -1.91039 -0.9561 -1.3460 0.3482 -0.78
N 0.45717 -1.43103 -1.54886 -1.3306 0.0539 2.5789 -0.74
N 0.02165 0.40119 -0.12291 0.1187 -4.9915 -1.0059 -0.37
N -1.36323 -1.28571 1.80651 -0.0891 0.2420 -2.6736 -0.93
O 0.19545 1.68314 0.01665 0.1136 2.5987 1.3267 -0.15
H -1.08441 2.05347 1.76645 0.9032 -0.4879 -1.1840 0.22
H -0.54469 -1.89494 1.91107 -0.5029 -0.2422 1.5095 0.46
H -0.04674 3.36351 0.87336 -0.0561 0.7025 0.1929 0.23
H 2.04664 0.20005 -2.86525 -0.6614 0.8448 2.3423 0.47
H 2.06632 1.44616 -1.51253 -0.5751 -1.2370 -0.8483 0.45
H 0.90699 -1.97475 -2.22271 1.3974 -0.2125 -1.4995 0.44
H -0.01887 -2.08893 -0.91544 -0.0148 1.0821 -0.3990 0.41
H -1.78230 -0.74911 2.59697 0.6062 -1.1497 -0.2997 0.48
H -2.07718 -1.83085 1.22900 0.7244 0.9327 1.2908 0.47
H -0.88211 -0.60467 1.11261 -0.9073 0.0522 0.3623 0.45
```
Forces are in eV/Å.

Multiplicity ... 1
E_LUMO ... -9.3 eV
Net charge ... +2
HOMO-LUMO gap ... 8.81 eV
Relative energy (zero: lowest compared OMol25 entry of this formula, charge and spin) ... 0.616 eV
Calculated total energy ... -375.72384 a.u.

=====

[3]
2 unconnected molecules or ions with the total composition C2H10NO, computed with the ωB97M-V functional and the def2-TZVPD basis.

XYZ file:
```
14
Properties=species:S:1:pos:R:3:forces:R:3:nbo_charge:R:1
N -1.02686 0.95065 -1.99530 -0.2173 -0.5246 1.2612 -0.92
H -0.60925 1.86071 -2.13681 0.0734 0.1677 -0.7069 0.44
H -0.66665 0.67598 -0.94539 -0.4483 0.3661 -0.6896 0.47
H -0.80698 0.25055 -2.69954 0.2476 0.3227 -0.1510 0.44
H -2.04314 1.03963 -1.93082 0.1429 0.1113 -0.1232 0.44
C 0.00964 -0.87253 0.69299 0.9384 1.2392 1.6381 -0.07
O -0.46042 0.50213 0.41741 -0.0012 -0.8047 0.4100 -0.76
C 1.34656 -0.73182 1.44885 -0.2962 0.0168 -0.7036 -0.65
H 0.09665 -1.37756 -0.25893 -0.0104 -0.1006 -0.1357 0.19
H -0.69257 -1.35339 1.36826 -0.3548 -0.1291 -0.3936 0.20
H -0.16764 1.08542 1.13725 -0.1393 -0.1289 -0.3733 0.52
H 1.21878 -0.33121 2.45545 -0.3191 -0.2898 0.0881 0.22
H 1.97483 0.01055 0.94602 0.1831 -0.4485 -0.2090 0.22
H 1.82705 -1.70911 1.50056 0.2010 0.2025 0.0886 0.25
```
Forces are in eV/Å.

Multiplicity ... 1
E_LUMO ... -3.6 eV
Net charge ... +1
HOMO-LUMO gap ... 12.03 eV
Relative energy (zero: lowest compared OMol25 entry of this formula, charge and spin) ... 0.573 eV
Calculated total energy ... -211.93736 a.u.

=====

[4]
2 unconnected molecules or ions with the total composition C2H10NO, computed with the ωB97M-V functional and the def2-TZVPD basis.

XYZ file:
```
14
Properties=species:S:1:pos:R:3:forces:R:3:nbo_charge:R:1
C 1.99899 -0.61847 0.37298 -0.2764 -0.3937 -0.2239 -0.42
N 0.82911 0.18042 0.87208 0.7125 0.1114 0.2445 -0.68
H 0.41225 -0.27278 1.67042 -0.1087 -0.2701 0.4925 0.43
H 1.17348 1.08065 1.20266 -0.3276 0.2530 -0.2221 0.44
H 0.08147 0.29162 0.17179 0.0179 0.3281 -0.7866 0.47
H 2.85687 -0.40645 0.99885 0.0325 -0.1236 0.0676 0.24
H 2.22441 -0.39536 -0.66463 -0.1234 0.3933 0.0275 0.24
H 1.70902 -1.66110 0.41544 0.1770 -0.1629 0.1572 0.23
C -2.14541 0.41333 -0.58114 -1.0030 -0.4482 -1.2373 -0.27
O -0.94491 0.46939 -1.35902 1.1696 0.6935 1.1279 -0.76
H -0.72816 -0.31371 -1.86709 -0.6467 -0.2817 -0.0841 0.50
H -2.51840 -0.60818 -0.56169 -0.0904 -0.0320 0.3285 0.19
H -2.89278 1.01775 -1.09621 -0.0462 0.0024 0.1227 0.21
H -2.05594 0.82289 0.42555 0.5128 -0.0696 -0.0145 0.17
```
Forces are in eV/Å.

Multiplicity ... 1
E_LUMO ... -3.6 eV
Net charge ... +1
HOMO-LUMO gap ... 11.52 eV
Relative energy (zero: lowest compared OMol25 entry of this formula, charge and spin) ... 0.988 eV
Calculated total energy ... -211.92212 a.u.

=====

[5]
3 unconnected molecules or ions with the total composition C2H10NO3, computed with the ωB97M-V functional and the def2-TZVPD basis.

XYZ file:
```
16
Properties=species:S:1:pos:R:3:forces:R:3:nbo_charge:R:1
C 0.58131 0.44089 -0.78348 0.3884 -0.6150 0.3295 -0.03
O 0.90073 -0.04479 0.43829 0.3972 0.2754 0.6404 -0.98
C -0.33700 1.69183 -0.65299 1.6404 0.0853 -0.6123 -0.25
N -1.16093 1.77026 0.54443 -0.6120 -0.7618 -0.3283 -0.85
H 1.46422 0.73657 -1.44296 -0.4053 0.0453 0.4794 0.09
H 0.11356 -0.36962 -1.41030 -0.4503 0.2842 -0.0405 0.07
H 0.35216 2.55013 -0.59235 -0.2211 -0.0553 -0.1763 0.16
H -0.81242 1.71610 -1.63728 -0.8564 0.5711 0.3007 0.16
H -1.74419 0.93085 0.55054 -0.1898 0.1835 -0.0401 0.35
H -0.52179 1.50635 1.29442 0.2488 0.1355 -0.0797 0.38
H -1.78335 -1.55312 0.06675 0.6595 0.1379 -0.1695 0.46
H -0.59978 -1.43941 1.13391 0.1103 0.5245 -0.8427 0.52
O -1.55274 -1.57049 0.99466 -0.7728 -0.4782 0.8712 -0.99
H 1.43032 -2.70821 -0.00641 0.4138 0.7423 0.7072 0.44
H 1.70216 -1.33451 0.78777 -0.3710 -0.5167 -1.0369 0.52
O 1.96774 -2.32281 0.71500 0.0203 -0.5580 -0.0021 -1.04
```
Forces are in eV/Å.

Multiplicity ... 1
E_LUMO ... 4.1 eV
Net charge ... -1
HOMO-LUMO gap ... 7.80 eV
Relative energy (zero: lowest compared OMol25 entry of this formula, charge and spin) ... 0.616 eV
Calculated total energy ... -362.68476 a.u.

=====

[6]
3 unconnected molecules or ions with the total composition C2H10NO3, computed with the ωB97M-V functional and the def2-TZVPD basis.

XYZ file:
```
16
Properties=species:S:1:pos:R:3:forces:R:3:nbo_charge:R:1
C -0.73012 0.68139 -0.14559 1.4622 -1.2600 1.0962 -0.07
O -0.22438 -0.52543 0.43338 -1.0259 2.0271 -0.7591 -1.04
C -0.57057 0.66405 -1.69622 3.5417 -2.5836 0.0752 -0.24
N 0.95826 0.75390 -2.15956 0.6364 -0.9328 1.9119 -0.88
H -1.76013 0.97280 0.18754 0.0160 -0.6024 -0.5178 0.12
H -0.14996 1.55285 0.31746 -0.2046 -0.2867 -0.9944 0.10
H -0.67520 -0.37620 -2.16599 -1.1594 1.3544 1.0875 0.19
H -1.10422 1.41523 -2.23391 -0.3550 0.6106 -0.4447 0.16
H 1.36006 1.55322 -1.65570 -0.2059 -0.0334 -0.2454 0.33
H 1.59237 -0.06108 -1.70711 -2.6226 2.0432 -1.0490 0.36
H 0.83320 -3.09425 0.11748 -0.1680 0.6492 0.6828 0.45
H 0.65033 -1.87989 1.04560 -0.8642 2.1201 -0.6628 0.52
O 0.84965 -2.79762 1.04357 1.0445 -3.0205 -0.0253 -0.99
H -0.85905 -0.16924 3.07080 0.5142 1.0089 -0.1035 0.48
H 0.20861 0.62148 2.39136 -0.1757 -0.1758 -0.3730 0.50
O -0.37884 0.68879 3.15689 -0.4336 -0.9182 0.3212 -0.98
```
Forces are in eV/Å.

Multiplicity ... 1
E_LUMO ... 4.3 eV
Net charge ... -1
HOMO-LUMO gap ... 7.70 eV
Relative energy (zero: lowest compared OMol25 entry of this formula, charge and spin) ... 1.480 eV
Calculated total energy ... -362.65298 a.u.